{
  "formula": "C48H51F2GeN7Pt",
  "method": "ωB97M-V with the def2-TZVPD basis set",
  "charge": 1,
  "de_lowest_kj_mol": 0.0,
  "homo_ev": [-9.546, -10.063],
  "multiplicity": 4,
  "s_squared": 3.760,
  "orbital_gap_ev": [7.58, 5.67],
  "symbols": ["Pt", "F", "C", "C", "C", "C", "C", "F", "C", "C", "C", "C", "C", "C", "N", "H", "H", "H", "H", "H", "H", "C", "N", "C", "C", "N", "C", "C", "C", "C", "C", "C", "C", "C", "C", "N", "C", "N", "C", "C", "N", "C", "C", "C", "N", "C", "C", "H", "H", "H", "H", "H", "H", "H", "H", "H", "H", "H", "H", "H", "H", "H", "H", "H", "H", "H", "H", "H", "H", "H", "H", "H", "H", "H", "H", "H", "H", "C", "Ge", "C", "C", "C", "C", "C", "C", "C", "C", "C", "C", "C", "C", "C", "C", "C", "C", "H", "H", "H", "H", "H", "H", "H", "H", "H", "H", "H", "H", "H", "H", "H"],
  "xyz": [[0.1868, -0.1636, -0.2018], [-1.0137, -0.0961, 4.9194], [0.0253, -0.0111, 4.0709], [-0.2116, -0.0827, 2.7137], [0.8489, 0.0061, 1.8191], [2.1665, 0.1417, 2.2859], [2.3250, 0.2213, 3.6749], [3.5462, 0.4208, 4.2136], [1.2917, 0.1504, 4.5846], [3.3176, 0.1581, 1.3457], [4.6369, -0.0929, 1.7310], [5.6465, -0.0258, 0.7885], [5.3320, 0.3045, -0.5166], [4.0001, 0.5265, -0.8169], [3.0176, 0.4463, 0.0742], [-1.2288, -0.2330, 2.3766], [1.4800, 0.2238, 5.6452], [4.8794, -0.3439, 2.7484], [6.6694, -0.2203, 1.0814], [6.0879, 0.3877, -1.2841], [3.7067, 0.7900, -1.8190], [-3.1769, -3.1273, -1.6201], [-1.9659, -3.6401, -0.9957], [-1.8294, -5.0856, -1.1165], [-1.0852, -2.8872, -0.3180], [-1.3520, -1.6730, 0.1619], [-2.6958, -1.3529, 0.4559], [-3.4676, -2.2780, 1.1162], [-4.8728, -2.1846, 1.1329], [-5.4889, -1.1932, 0.4308], [-4.7235, -0.1511, -0.1544], [-5.3741, 0.9313, -0.7997], [-4.6645, 2.0184, -1.2153], [-3.2948, 2.1123, -0.9059], [-2.6322, 1.0847, -0.2825], [-1.3463, 1.3197, 0.2692], [-1.2300, 2.3128, 1.1365], [-2.3010, 2.7744, 1.8502], [-3.3821, 1.9163, 2.2956], [-2.5711, 4.1974, 1.9536], [-0.0557, 2.9244, 1.4072], [1.0939, 2.9762, 0.5202], [0.2256, 3.4761, 2.7272], [-3.3108, -0.1482, -0.0249], [0.1467, -3.4806, -0.1408], [0.9441, -3.2355, 1.0482], [0.9307, -3.7972, -1.3253], [-4.0504, -3.3184, -0.9945], [-3.3022, -3.6382, -2.5720], [-3.0956, -2.0631, -1.8122], [-2.7942, -5.5405, -0.8894], [-1.0794, -5.4589, -0.4261], [-1.5540, -5.3619, -2.1369], [-2.9834, -3.1511, 1.5381], [-5.4517, -2.9428, 1.6426], [-6.5672, -1.1521, 0.3509], [-6.4470, 0.8826, -0.9332], [-5.1565, 2.8410, -1.7166], [-2.7637, 3.0344, -1.0998], [-3.0575, 0.8800, 2.3286], [-4.2623, 1.9945, 1.6510], [-3.6606, 2.2162, 3.3076], [-1.7804, 4.7682, 1.4737], [-2.6512, 4.5136, 2.9963], [-3.5167, 4.4233, 1.4517], [1.2015, 3.9792, 0.0979], [1.0200, 2.2542, -0.2864], [1.9910, 2.7400, 1.0905], [-0.6049, 3.3067, 3.4028], [0.4264, 4.5479, 2.6642], [1.1115, 2.9807, 3.1300], [0.3233, -2.8227, 1.8363], [1.7680, -2.5451, 0.8561], [1.3615, -4.1870, 1.3854], [0.2863, -4.1039, -2.1437], [1.6166, -4.6138, -1.0981], [1.5194, -2.9271, -1.6421], [1.8919, -0.3758, -3.6465], [0.2443, 0.2295, -2.7567], [-1.1812, -0.8935, -3.5035], [-0.8810, -2.1061, -4.1243], [-1.8188, -2.7415, -4.9280], [-3.0777, -2.1816, -5.0994], [-3.3995, -0.9913, -4.4606], [-2.4556, -0.3490, -3.6715], [-0.2097, 2.0282, -3.4247], [-0.4690, 3.0519, -2.5552], [-0.7538, 4.3659, -2.9909], [-0.7774, 4.6440, -4.3218], [-0.5533, 3.6169, -5.2726], [-0.6174, 3.9009, -6.6590], [-0.4463, 2.9166, -7.5862], [-0.2156, 1.5928, -7.1600], [-0.1376, 1.2945, -5.8300], [-0.2837, 2.2951, -4.8346], [1.6497, -0.7016, -4.6568], [2.3665, -1.2042, -3.1234], [2.5940, 0.4501, -3.7316], [0.1116, -2.5333, -4.0323], [-1.5627, -3.6644, -5.4333], [-3.8040, -2.6685, -5.7370], [-4.3783, -0.5495, -4.5966], [-2.7027, 0.6029, -3.2142], [-0.4703, 2.8553, -1.4951], [-0.9442, 5.1451, -2.2629], [-0.9813, 5.6466, -4.6765], [-0.8148, 4.9200, -6.9680], [-0.4993, 3.1433, -8.6422], [-0.1093, 0.8046, -7.8938], [0.0005, 0.2646, -5.5360]],
  "atomic_forces_ev_per_a": [[-0.291, -0.004, 0.462], [0.004, 0.003, -0.020], [-0.034, -0.019, -0.010], [-0.016, -0.068, 0.018], [0.177, -0.199, -0.167], [-0.090, -0.147, 0.091], [0.047, 0.114, 0.025], [-0.010, -0.018, -0.067], [-0.008, 0.019, -0.003], [0.066, 0.153, -0.026], [-0.040, -0.087, 0.024], [0.011, 0.012, 0.011], [-0.011, 0.003, -0.031], [-0.007, -0.055, 0.054], [-0.043, 0.010, -0.042], [0.030, -0.007, 0.032], [0.006, 0.005, 0.012], [-0.023, -0.024, 0.029], [0.012, -0.011, -0.005], [0.009, 0.007, -0.008], [-0.083, 0.028, -0.225], [0.034, -0.053, -0.191], [-0.094, -0.064, -0.172], [-0.007, 0.037, 0.031], [0.085, -0.344, 0.095], [0.268, 0.028, -0.033], [-0.075, 0.037, 0.078], [0.020, 0.078, 0.185], [0.003, 0.075, 0.061], [0.009, -0.030, 0.001], [-0.003, 0.018, -0.007], [0.002, -0.016, 0.000], [0.027, -0.021, 0.002], [0.019, 0.006, -0.043], [-0.008, -0.065, 0.014], [0.069, -0.085, -0.199], [-0.071, 0.169, 0.077], [0.070, 0.008, 0.042], [-0.033, -0.001, 0.051], [0.016, 0.005, 0.024], [-0.007, -0.065, 0.035], [-0.017, 0.018, -0.085], [-0.033, 0.029, -0.028], [-0.060, 0.028, -0.019], [-0.074, 0.571, -0.094], [-0.041, 0.026, 0.039], [0.009, -0.187, 0.010], [0.058, -0.029, -0.127], [0.031, 0.006, -0.088], [-0.001, -0.051, -0.039], [-0.008, -0.024, 0.011], [-0.030, 0.002, -0.011], [-0.010, -0.036, 0.005], [-0.015, 0.009, 0.014], [-0.008, -0.011, 0.010], [-0.013, -0.001, -0.003], [-0.018, 0.004, -0.005], [-0.008, 0.012, -0.002], [0.005, 0.020, -0.014], [-0.025, 0.034, 0.038], [0.004, 0.000, 0.024], [-0.001, 0.009, 0.007], [0.004, 0.006, -0.002], [0.001, -0.003, 0.000], [-0.002, 0.002, -0.007], [-0.002, 0.013, 0.011], [0.005, 0.041, 0.025], [0.001, -0.037, -0.025], [-0.014, -0.025, 0.008], [-0.007, 0.005, 0.020], [0.015, -0.004, -0.001], [-0.042, 0.039, 0.052], [0.042, 0.092, -0.017], [0.019, 0.017, -0.009], [0.018, 0.035, -0.039], [-0.003, -0.016, -0.012], [-0.002, -0.009, 0.024], [0.029, -0.010, 0.117], [0.147, -0.016, -0.336], [-0.071, 0.022, 0.042], [-0.027, -0.006, 0.016], [-0.010, -0.046, 0.057], [-0.024, -0.013, 0.022], [0.007, 0.020, -0.003], [-0.016, -0.045, -0.004], [-0.015, 0.033, 0.055], [0.011, 0.056, 0.031], [0.016, -0.030, 0.026], [-0.028, -0.012, -0.009], [0.007, 0.034, -0.007], [-0.006, 0.000, 0.003], [0.009, -0.023, 0.011], [-0.016, 0.014, -0.020], [0.001, -0.009, 0.030], [0.000, -0.028, 0.015], [-0.013, -0.034, -0.011], [0.066, 0.025, 0.053], [0.068, 0.033, 0.042], [0.007, -0.008, 0.005], [0.005, -0.007, -0.009], [-0.010, -0.006, -0.004], [-0.009, 0.007, -0.006], [-0.002, 0.010, 0.013], [0.024, -0.002, 0.022], [0.007, 0.007, 0.010], [0.001, 0.012, -0.011], [0.001, 0.011, -0.001], [-0.002, -0.001, -0.015], [0.004, -0.007, -0.007], [0.030, 0.000, -0.007]],
  "lowdin_spin": [1.41, 0.00, 0.01, 0.04, 0.25, 0.04, 0.01, 0.00, -0.01, 0.01, 0.00, 0.00, 0.00, 0.01, 0.09, 0.00, 0.00, 0.00, 0.00, 0.00, 0.00, 0.00, 0.02, 0.00, 0.03, 0.16, 0.00, 0.02, 0.00, 0.01, 0.00, 0.01, 0.00, 0.02, 0.01, 0.16, 0.01, 0.01, 0.00, 0.00, 0.00, 0.02, 0.00, 0.01, 0.01, 0.02, 0.01, 0.00, 0.00, 0.00, 0.00, 0.00, 0.00, 0.00, 0.00, 0.00, 0.00, 0.00, 0.00, 0.00, 0.00, 0.00, 0.00, 0.00, 0.00, 0.00, 0.02, 0.00, 0.00, 0.00, 0.00, 0.00, 0.01, 0.00, 0.00, 0.00, 0.01, 0.06, 0.30, 0.07, 0.02, 0.00, 0.02, 0.00, 0.02, 0.04, 0.00, 0.00, 0.00, 0.00, 0.00, 0.00, 0.00, 0.00, 0.01, 0.01, 0.00, 0.00, 0.00, 0.00, 0.00, 0.00, 0.00, 0.00, 0.00, 0.00, 0.00, 0.00, 0.00, 0.00]
}